# 1
{"formula": "C2H8NS2", "method": "ωB97M-V/def2-TZVPD", "species": ["N", "C", "C", "S", "S", "H", "H", "H", "H", "H", "H", "H", "H"], "coordinates": [[-0.1125, -0.6671, 1.8250], [-0.7857, -0.0459, 0.6140], [0.2511, 0.2972, -0.4093], [-0.4678, 0.9949, -1.9202], [1.2273, 1.1945, -3.0636], [0.5218, -1.3951, 1.4902], [0.4114, 0.0419, 2.3407], [-0.7928, -1.0923, 2.4564], [-1.5483, -0.7681, 0.3017], [-1.4181, 0.7725, 0.9649], [0.8494, -0.5820, -0.6743], [0.9530, 1.0349, -0.0011], [0.9111, 0.2146, -3.9243]], "e_lumo_ev": -4.0010, "e_tot_ha": -931.86797, "spin_multiplicity": 1, "charge": 1, "smiles": "[NH3+]CCSS", "de_lowest_kcal_mol": 2.7}


# 2
{"formula": "C3H7N4S", "method": "ωB97M-V/def2-TZVPD", "species": ["C", "C", "C", "N", "N", "N", "N", "S", "H", "H", "H", "H", "H", "H", "H"], "coordinates": [[0.6175, 0.6892, -0.6860], [0.4921, -1.3257, 0.5930], [0.1097, -0.2660, 1.3252], [-2.4790, 1.6907, -0.2182], [-2.5180, 0.5961, -0.4487], [0.2823, 0.9510, 0.7233], [1.1730, -0.6501, -0.6266], [-2.2948, -0.8581, -0.8062], [-0.2031, 0.5108, -1.3388], [1.2636, 1.4812, -1.0827], [0.9170, -2.2549, 1.0228], [-0.1974, -0.2239, 2.4104], [-0.2090, 1.7194, 0.8877], [0.8415, -1.3094, -1.3404], [2.2046, -0.7503, -0.4147]], "e_lumo_ev": -3.6113, "e_tot_ha": -735.37413, "spin_multiplicity": 1, "charge": 1, "de_lowest_kcal_mol": 48.7}


# 3
{"formula": "C4H10NO3", "method": "ωB97M-V/def2-TZVPD", "species": ["C", "C", "C", "N", "C", "O", "O", "H", "H", "H", "H", "H", "H", "H", "H", "H", "H", "O"], "coordinates": [[-1.2720, 1.5452, 1.4830], [-0.9561, 0.1258, 0.7723], [-1.9482, 0.1571, -0.3950], [0.4055, 0.1079, 0.3188], [1.0251, -1.2671, 0.2117], [2.1622, -1.2743, -0.2844], [0.3195, -2.1596, 0.6987], [-0.6138, 2.2528, 1.9902], [-1.8596, 2.0875, 0.7524], [-2.1114, 1.2946, 2.1516], [-1.0833, -0.6884, 1.5216], [-3.0073, 0.4577, -0.2337], [-2.2549, -0.7971, -0.9030], [-1.7693, 0.9258, -1.1631], [0.7214, 0.8530, -0.2769], [-0.0406, 1.7780, -1.8511], [1.0424, 0.8483, -2.2221], [0.8515, 1.7982, -2.2163]], "e_lumo_ev": 3.5643, "e_tot_ha": -438.92532, "spin_multiplicity": 1, "charge": -1, "de_lowest_kcal_mol": 37.6}


# 4
{"formula": "C12H21NO5S3Tc", "method": "ωB97M-V/def2-TZVPD", "species": ["Tc", "O", "C", "C", "N", "C", "C", "O", "O", "C", "C", "O", "O", "H", "H", "H", "H", "H", "H", "H", "H", "H", "C", "C", "S", "C", "C", "S", "C", "C", "S", "H", "H", "H", "H", "H", "H", "H", "H", "H", "H", "H", "H"], "coordinates": [[-0.3058, 0.1438, 0.1144], [-0.1186, -1.3646, -1.8393], [-0.7606, -0.8472, -3.0307], [-2.0939, -0.2737, -2.6288], [-1.8858, 0.7701, -1.6016], [-3.1134, 0.9784, -0.8026], [-3.2361, -0.1009, 0.2543], [-4.2365, -0.5953, 0.6421], [-2.0105, -0.4502, 0.7627], [-1.4537, 2.0439, -2.1984], [-0.5918, 2.8124, -1.2245], [-0.3589, 3.9707, -1.2743], [-0.0184, 2.0052, -0.2837], [-0.5074, -2.2312, -1.6519], [-0.0818, -0.0968, -3.4326], [-0.8672, -1.6395, -3.7695], [-2.6312, 0.1339, -3.4896], [-2.7158, -1.0602, -2.1947], [-3.0407, 1.9372, -0.2829], [-4.0062, 0.9963, -1.4287], [-0.8557, 1.8669, -3.0927], [-2.3022, 2.6637, -2.4929], [2.9354, -1.3692, 0.3989], [1.9414, -2.5129, 0.2896], [0.2578, -2.2070, 0.8988], [0.3243, -1.9876, 2.6962], [0.9740, -0.6960, 3.1641], [0.1963, 0.7724, 2.4040], [1.5811, 1.9075, 2.1006], [2.7268, 1.3646, 1.2478], [2.2656, 0.2467, -0.1423], [3.7916, -1.5720, -0.2439], [3.3070, -1.2607, 1.4132], [2.3323, -3.3951, 0.7977], [1.7782, -2.7849, -0.7532], [0.8328, -2.8493, 3.1298], [-0.7254, -2.0420, 2.9907], [2.0359, -0.6750, 2.9408], [0.8506, -0.5915, 4.2427], [1.9718, 2.2088, 3.0741], [1.1039, 2.7717, 1.6455], [3.4450, 0.8090, 1.8472], [3.2660, 2.1998, 0.8035]], "e_lumo_ev": [-7.7481, -8.5480], "e_tot_ha": -2175.63177, "spin_multiplicity": 4, "charge": 2}


# 5
{"formula": "C6H6N3O4", "method": "ωB97M-V/def2-TZVPD", "species": ["C", "C", "C", "O", "O", "N", "C", "C", "C", "N", "N", "O", "O", "H", "H", "H", "H", "H", "H"], "coordinates": [[-0.9127, 0.4476, -1.9181], [-0.9817, 0.0955, -0.4190], [-1.3656, -1.4902, -0.2103], [-1.4629, -2.0347, -1.3241], [-1.5326, -1.8005, 0.9601], [0.6788, 0.0072, 0.2061], [0.8642, -0.2469, 1.5301], [2.2662, -0.1997, 1.6318], [2.6909, 0.3145, 0.3669], [1.6628, 0.4428, -0.5056], [-1.7791, 0.9206, 0.3457], [-1.6106, 0.9573, 1.5412], [-2.7953, 1.4530, -0.1631], [-0.4237, -0.4497, -2.4468], [-0.1591, 1.3221, -2.0296], [-1.9219, 0.5344, -2.1849], [0.1779, -0.7304, 2.1358], [2.8763, -0.1114, 2.4967], [3.7281, 0.5685, -0.0131]], "e_lumo_ev": 3.4021, "e_tot_ha": -697.37839, "spin_multiplicity": 1, "charge": -1, "smiles": "C[C@@](C(=O)[O-])(n1cccn1)[N+](=O)[O-]", "de_lowest_kcal_mol": 26.6}